DFT (ωB97M-V/def2-TZVPD) results for 15 unconnected molecules or ions with the total composition C80H197N15O15 in a non-equilibrium geometry.

CARTESIAN COORDINATES (ANGSTROEM)
1 C 5.338 1.706 -4.764
2 C 5.361 0.227 -4.878
3 C 3.911 -0.313 -4.661
4 O 3.542 -0.209 -3.325
5 C 2.149 -0.479 -3.247
6 N 5.995 -0.165 -6.145
7 H 4.806 2.081 -3.837
8 H 4.753 2.109 -5.596
9 H 6.321 2.154 -4.733
10 H 6.053 -0.043 -4.100
11 H 3.827 -1.410 -4.905
12 H 3.246 0.311 -5.325
13 H 1.905 -0.493 -2.182
14 H 1.926 -1.452 -3.654
15 H 1.562 0.273 -3.775
16 H 6.033 -1.133 -6.303
17 H 5.523 0.250 -6.927
18 C -3.831 -4.536 6.189
19 C -3.087 -4.499 4.887
20 C -3.463 -3.254 4.039
21 O -3.317 -2.073 4.759
22 C -3.189 -0.909 3.922
23 N -1.693 -4.686 5.161
24 H -3.545 -3.643 6.756
25 H -3.551 -5.435 6.751
26 H -4.891 -4.664 6.021
27 H -3.407 -5.361 4.286
28 H -4.486 -3.337 3.622
29 H -2.763 -3.249 3.179
30 H -4.176 -0.824 3.383
31 H -2.341 -0.989 3.243
32 H -2.992 -0.044 4.560
33 H -1.225 -4.744 4.246
34 H -1.312 -3.847 5.615
35 C 2.381 0.414 5.303
36 C 2.073 -0.715 4.352
37 C 3.220 -1.482 3.706
38 O 3.783 -0.680 2.695
39 C 4.761 -1.417 1.988
40 N 1.298 -1.778 5.018
41 H 2.994 1.195 4.874
42 H 2.929 0.066 6.201
43 H 1.429 0.865 5.614
44 H 1.520 -0.248 3.534
45 H 2.769 -2.376 3.272
46 H 3.966 -1.812 4.397
47 H 5.146 -0.747 1.243
48 H 4.258 -2.258 1.393
49 H 5.590 -1.778 2.651
50 H 0.798 -1.323 5.769
51 H 0.649 -2.186 4.315
52 C -1.300 2.672 3.486
53 C -1.860 3.649 4.510
54 C -2.350 4.933 3.833
55 O -3.373 4.721 2.879
56 C -3.909 5.893 2.314
57 N -2.779 2.930 5.431
58 H -2.091 2.173 2.938
59 H -0.608 2.054 4.027
60 H -0.736 3.265 2.686
61 H -1.053 4.103 5.140
62 H -1.511 5.474 3.454
63 H -2.732 5.552 4.584
64 H -4.587 5.539 1.591
65 H -3.166 6.547 1.777
66 H -4.437 6.505 3.076
67 H -3.561 2.511 4.980
68 H -2.998 3.595 6.141
69 C -1.621 -0.118 -2.417
70 C -2.253 0.448 -3.606
71 C -1.328 0.670 -4.752
72 O -0.617 1.855 -4.424
73 C -0.036 2.386 -5.592
74 N -3.351 -0.447 -3.999
75 H -0.700 0.444 -2.162
76 H -1.258 -1.124 -2.508
77 H -2.348 -0.080 -1.623
78 H -2.689 1.444 -3.409
79 H -1.822 0.826 -5.716
80 H -0.648 -0.152 -4.924
81 H 0.614 3.188 -5.286
82 H -0.784 2.705 -6.320
83 H 0.493 1.588 -6.094
84 H -4.005 -0.344 -3.209
85 H -3.848 -0.078 -4.785
86 C -4.028 -3.238 -1.072
87 C -4.574 -4.497 -0.603
88 C -4.314 -4.569 0.928
89 O -2.912 -4.896 1.259
90 C -2.559 -6.253 1.277
91 N -6.064 -4.361 -0.728
92 H -4.205 -2.976 -2.125
93 H -2.967 -3.300 -0.908
94 H -4.479 -2.405 -0.508
95 H -4.128 -5.390 -0.975
96 H -4.927 -5.383 1.321
97 H -4.416 -3.694 1.520
98 H -2.447 -6.723 0.284
99 H -3.195 -6.895 1.995
100 H -1.510 -6.304 1.670
101 H -6.591 -5.021 -0.251
102 H -6.269 -4.520 -1.717
103 C 2.856 -7.177 4.245
104 C 2.214 -6.343 3.123
105 C 1.338 -7.082 2.144
106 O 2.059 -7.973 1.366
107 C 2.569 -7.537 0.160
108 N 1.359 -5.288 3.672
109 H 3.379 -8.083 3.850
110 H 2.182 -7.553 5.045
111 H 3.599 -6.590 4.836
112 H 3.007 -5.810 2.611
113 H 0.813 -6.326 1.507
114 H 0.514 -7.650 2.630
115 H 1.713 -7.291 -0.525
116 H 3.177 -8.367 -0.217
117 H 3.242 -6.657 0.307
118 H 1.973 -4.666 4.128
119 H 0.756 -5.720 4.328
120 C 5.425 -4.404 -5.398
121 C 5.218 -5.231 -4.133
122 C 5.558 -4.479 -2.901
123 O 4.882 -3.200 -2.777
124 C 5.177 -2.477 -1.614
125 N 3.806 -5.716 -3.965
126 H 6.414 -3.886 -5.324
127 H 4.614 -3.651 -5.564
128 H 5.472 -4.962 -6.324
129 H 5.810 -6.174 -4.221
130 H 6.639 -4.223 -2.833
131 H 5.223 -5.022 -2.014
132 H 4.776 -2.980 -0.794
133 H 4.668 -1.508 -1.651
134 H 6.215 -2.410 -1.494
135 H 3.595 -6.173 -4.853
136 H 3.180 -4.902 -3.810
137 C 5.952 5.994 -1.622
138 C 6.297 4.935 -2.711
139 C 6.356 3.587 -2.055
140 O 5.037 3.139 -1.743
141 C 5.079 1.844 -1.267
142 N 5.416 4.815 -3.869
143 H 6.943 5.989 -1.106
144 H 5.103 5.783 -0.973
145 H 5.894 7.017 -1.989
146 H 7.267 5.163 -3.064
147 H 7.025 3.589 -1.191
148 H 6.836 2.842 -2.693
149 H 4.069 1.430 -1.331
150 H 5.472 1.811 -0.268
151 H 5.638 1.187 -1.970
152 H 5.437 5.740 -4.310
153 H 4.484 4.680 -3.555
154 C -1.187 -0.542 9.191
155 C -0.916 0.746 8.278
156 C 0.439 1.337 8.560
157 O 0.849 2.353 7.618
158 C 2.214 2.810 7.751
159 N -0.775 0.337 6.879
160 H -2.021 -1.065 8.827
161 H -1.225 -0.223 10.215
162 H -0.351 -1.258 9.165
163 H -1.727 1.487 8.396
164 H 1.153 0.473 8.574
165 H 0.412 1.726 9.552
166 H 2.345 3.428 8.740
167 H 2.302 3.548 6.947
168 H 2.949 1.990 7.678
169 H -1.666 0.138 6.385
170 H -0.499 1.080 6.288
171 C 1.427 -3.239 0.262
172 C 0.707 -2.522 1.405
173 C -0.151 -1.453 0.777
174 O 0.383 -0.532 -0.066
175 C 1.289 0.396 0.447
176 N -0.181 -3.298 2.222
177 H 0.744 -4.025 -0.069
178 H 2.330 -3.852 0.476
179 H 1.604 -2.658 -0.624
180 H 1.404 -2.094 2.089
181 H -0.566 -0.956 1.621
182 H -0.941 -1.995 0.227
183 H 1.417 1.175 -0.301
184 H 2.217 -0.086 0.686
185 H 0.954 0.735 1.506
186 H 0.360 -4.031 2.761
187 H -0.920 -3.636 1.664
188 C 1.625 5.599 -3.675
189 C 0.897 5.747 -2.322
190 C 0.410 7.222 -2.333
191 C -0.611 7.606 -1.325
192 C -1.767 6.638 -1.484
193 C -1.283 5.216 -1.181
194 N -0.268 4.857 -2.140
195 O 0.354 3.537 -1.898
196 C -0.992 5.069 0.388
197 C -2.570 4.331 -1.471
198 C 1.988 5.659 -1.251
199 H 2.391 6.387 -3.842
200 H 0.869 5.714 -4.466
201 H 2.055 4.625 -3.771
202 H 1.272 7.868 -2.375
203 H -0.091 7.396 -3.304
204 H -0.922 8.655 -1.301
205 H -0.160 7.473 -0.321
206 H -2.054 6.685 -2.506
207 H -2.626 6.962 -0.883
208 H -0.565 4.071 0.626
209 H -0.344 5.858 0.817
210 H -1.997 5.170 0.779
211 H -2.745 4.234 -2.554
212 H -2.545 3.239 -1.218
213 H -3.464 4.670 -0.948
214 H 1.595 5.699 -0.228
215 H 2.685 6.486 -1.462
216 H 2.522 4.697 -1.362
217 H -0.064 2.997 -2.588
218 C -4.976 0.078 -0.165
219 C -6.456 0.425 -0.690
220 C -6.192 1.470 -1.803
221 C -7.333 1.566 -2.788
222 C -7.709 0.137 -3.285
223 C -8.088 -0.827 -2.192
224 N -6.936 -0.837 -1.323
225 O -7.191 -1.657 -0.202
226 C -9.376 -0.389 -1.459
227 C -8.239 -2.216 -2.749
228 C -7.298 0.871 0.481
229 H -5.037 -0.608 0.678
230 H -4.533 0.979 0.178
231 H -4.403 -0.355 -0.999
232 H -5.955 2.420 -1.338
233 H -5.237 1.223 -2.342
234 H -7.200 2.282 -3.605
235 H -8.154 2.081 -2.284
236 H -6.955 -0.287 -3.912
237 H -8.624 0.291 -3.934
238 H -9.515 0.696 -1.412
239 H -10.203 -0.836 -2.082
240 H -9.399 -0.852 -0.484
241 H -7.297 -2.498 -3.265
242 H -8.327 -2.944 -1.964
243 H -9.030 -2.330 -3.473
244 H -6.813 1.751 0.902
245 H -7.344 0.053 1.179
246 H -8.302 1.199 0.222
247 H -6.622 -2.413 -0.328
248 C 2.301 7.685 1.462
249 C 2.739 6.845 2.675
250 C 1.673 7.010 3.762
251 C 1.710 5.829 4.746
252 C 1.675 4.460 3.999
253 C 2.804 4.260 2.979
254 N 2.679 5.484 2.085
255 O 3.789 5.359 1.160
256 C 4.221 4.133 3.697
257 C 2.538 3.017 2.142
258 C 4.145 7.232 3.232
259 H 2.201 8.728 1.760
260 H 1.307 7.382 1.135
261 H 3.069 7.576 0.719
262 H 1.842 7.865 4.338
263 H 0.705 7.072 3.299
264 H 0.839 5.805 5.381
265 H 2.578 5.921 5.391
266 H 0.768 4.460 3.370
267 H 1.542 3.604 4.692
268 H 5.000 4.120 2.927
269 H 4.457 4.924 4.438
270 H 4.353 3.186 4.233
271 H 1.481 3.171 1.816
272 H 3.070 2.837 1.178
273 H 2.611 2.048 2.687
274 H 4.139 7.351 4.312
275 H 4.477 8.179 2.827
276 H 4.929 6.572 2.758
277 H 3.362 4.970 0.386
278 C -1.676 -5.005 -2.755
279 C -0.786 -5.007 -4.059
280 C -0.943 -6.406 -4.634
281 C -0.566 -6.575 -6.074
282 C -1.271 -5.531 -7.006
283 C -0.968 -4.117 -6.505
284 N -1.318 -4.087 -5.065
285 O -1.178 -2.693 -4.551
286 C 0.500 -3.680 -6.828
287 C -1.823 -3.018 -7.209
288 C 0.616 -4.646 -3.612
289 H -2.672 -5.304 -3.005
290 H -1.610 -3.994 -2.397
291 H -1.357 -5.687 -2.030
292 H -0.488 -7.087 -3.913
293 H -2.013 -6.627 -4.565
294 H -0.761 -7.626 -6.362
295 H 0.521 -6.513 -6.062
296 H -2.363 -5.722 -6.940
297 H -0.948 -5.626 -8.035
298 H 0.655 -2.770 -6.261
299 H 1.261 -4.408 -6.500
300 H 0.661 -3.603 -7.897
301 H -1.503 -2.014 -6.906
302 H -1.686 -3.183 -8.324
303 H -2.907 -3.203 -7.023
304 H 1.296 -4.677 -4.466
305 H 0.960 -5.429 -3.027
306 H 0.734 -3.632 -3.243
307 H -2.029 -2.345 -4.221

Forces on atoms 1 to 3 (eV/Å):
C -1.31 1.54 0.65
C -0.31 -0.57 -0.19
C 1.27 -0.62 -0.97

The value obtained for the HOMO-LUMO gap is 0.325 Eh. The value obtained for the molar mass is 1609.546 g/mol. The energy above the lowest of the compared OMol25 structures with the same formula, charge and spin is 2.130 eV. The total energy comes out at -5115.74363 hartree.